120
Properties=species:S:1:pos:R:3:forces:R:3 method="wB97M-V/def2-TZVPD" e_homo_ev=-10.31 orbital_gap_ha=0.3449 multiplicity=1 total_charge=0 e_tot_ev=-83192.4130 relative_energy_kcal_mol=309.1
H 2.486713 2.866520 -0.645505 4.764 1.068 -2.600
H 1.413424 1.774115 -0.590348 0.139 -0.488 -0.404
O 1.719443 2.622685 -0.293477 -5.144 -0.623 2.810
H -1.519209 -1.474234 1.434415 2.020 -2.122 -2.395
H -0.211694 -1.429855 0.574369 -0.439 -1.512 -0.111
O -0.868009 -2.096582 0.876422 -1.898 1.372 2.068
H -3.861180 2.543310 1.192647 -0.563 0.247 1.213
H -3.883104 2.031249 2.607292 2.240 -1.892 2.464
O -4.405950 2.454906 2.005019 -1.707 1.864 -3.488
H 5.631444 -2.160497 -3.040570 0.900 -0.046 1.259
H 4.951860 -1.678352 -4.264510 -0.188 -0.623 0.332
O 4.882833 -2.366217 -3.569221 -0.415 0.785 -1.906
H -0.559567 -4.830565 3.922380 -0.137 0.150 -0.089
H -0.719980 -3.913494 2.724472 0.689 3.981 -1.289
O -0.830485 -4.758148 3.002919 -0.787 -4.255 1.325
H 0.797300 0.679837 -4.001756 -0.170 0.743 0.573
O 0.917764 1.651823 -4.025575 -2.518 -1.645 3.931
H -0.979674 -5.717086 -2.340921 1.191 -0.978 -2.317
O -1.388268 -5.322729 -1.624462 -0.422 3.407 3.791
H -0.049745 4.200303 -3.733163 -0.478 1.796 0.384
H 1.002484 5.035635 -3.203188 0.816 0.250 0.599
O 0.098447 5.161906 -3.453660 -0.850 -2.367 -1.050
H -1.050012 0.200651 -5.593277 2.184 1.768 0.551
H -2.158374 -0.522918 -4.898927 -1.252 -0.812 3.508
O -1.790438 -0.322021 -5.695892 -0.879 -0.738 -4.215
H -3.329862 1.902815 -0.307388 -1.086 -0.177 0.823
H -2.602226 2.696242 -1.317733 0.334 -0.562 0.456
O -2.776709 1.765842 -1.053332 0.681 0.532 -1.538
H 0.859505 5.361903 1.567770 0.560 0.034 -0.577
H 1.042540 5.322151 -0.077433 -1.803 -0.821 2.383
O 0.470160 5.049151 0.728713 1.023 1.171 -2.297
H 0.934314 -0.414393 1.999274 0.552 0.623 -1.661
O 1.102349 -0.130761 1.028847 -2.573 -0.661 1.371
H -2.553375 0.169333 1.249788 -1.927 -0.467 0.730
H -1.642805 0.920486 0.437088 0.380 3.327 -3.980
O -1.648946 0.359407 1.131155 1.315 -1.976 3.162
H -1.313464 4.095265 -1.330413 -0.784 0.661 0.777
H -1.336513 3.847123 0.156403 -1.012 0.558 -0.610
O -1.931049 4.205896 -0.553634 1.817 -0.616 -0.589
H -5.273687 -1.078863 0.358289 1.729 0.211 -2.094
H -6.109728 -2.145567 1.017629 -0.140 -1.977 0.050
O -5.911099 -1.240204 1.005578 -1.281 1.949 2.006
H 6.139350 0.147781 -1.941883 1.356 -1.391 -1.576
H 5.314601 1.424332 -1.908344 0.215 -0.194 0.015
O 5.630104 0.674750 -1.388136 -1.531 1.906 1.631
H -3.201947 4.162719 -2.732783 1.534 0.300 -2.849
H -2.396105 4.995073 -3.878642 -0.222 -0.232 0.492
O -2.656886 4.097154 -3.618366 -1.385 -0.023 2.391
H 4.030574 -2.570401 -0.720814 -1.707 -1.822 0.448
H 5.140189 -1.792555 -0.165227 2.165 0.396 3.304
O 4.618552 -1.882895 -0.894357 -0.416 1.331 -3.389
H 2.541707 5.302114 -0.993237 -0.048 -1.587 -2.644
O 2.440604 4.925742 -1.963439 0.661 3.223 2.529
H -2.490658 1.717931 5.193860 0.946 -0.091 1.381
H -1.308173 1.854255 6.266787 0.421 0.369 -0.328
O -2.138412 1.431900 6.076648 -1.485 -0.180 -1.130
H 5.419098 1.337854 2.748347 0.101 -2.101 0.276
O 5.745717 0.393708 2.589321 -1.750 1.828 2.924
H -3.627398 -2.025638 -4.677097 2.532 -0.894 2.567
H -2.862503 -3.203530 -3.819788 0.038 2.016 -0.232
O -2.894761 -2.197866 -3.925245 -2.767 -1.063 -2.118
H 0.655934 -3.501572 0.944540 -1.928 1.145 2.613
H 1.682220 -4.514682 0.626099 3.660 -5.153 2.998
O 1.200706 -3.866075 0.321235 -1.571 3.936 -5.960
H -4.039682 -0.705278 -1.920319 0.975 0.150 2.532
H -2.762001 -0.656483 -0.917585 -2.158 0.015 -0.332
O -3.774994 -0.619871 -0.931880 1.015 -0.778 -2.030
H 2.219838 -2.670347 3.626632 -0.196 -1.389 -0.953
H 1.405350 -3.961859 3.835148 -1.030 -1.333 1.766
O 1.844378 -3.484643 3.181642 1.107 2.569 -0.796
H -3.597794 -3.690749 1.990301 -2.148 1.408 2.368
H -4.087589 -2.650848 3.268957 -0.202 -2.012 -1.885
O -4.381360 -3.360407 2.607987 2.286 0.122 -0.547
H 2.977779 -4.350765 -3.829475 -0.773 0.722 -0.213
H 3.335559 -3.310177 -4.796906 -0.122 0.449 -0.103
O 2.584606 -3.538137 -4.236624 0.738 -1.900 0.106
H 2.437311 -2.463742 -2.976964 0.510 1.045 0.340
H 2.992006 -0.954927 -2.624440 -2.012 -2.401 0.425
O 2.210183 -1.623718 -2.482768 2.072 1.638 -0.370
H -4.387583 -0.592493 2.238769 -2.064 -1.040 -0.750
H -3.512036 -0.942656 3.526469 -0.611 0.913 -1.054
O -3.662290 -0.329644 2.767953 2.340 0.171 2.060
H -0.215794 -1.798733 2.914358 0.835 2.008 0.977
H -1.013060 -0.606390 3.247841 -2.269 1.606 -0.090
O -0.136683 -0.874864 3.368961 1.745 -3.657 -0.477
H 4.268289 -1.065953 2.666820 0.096 -0.705 0.199
H 3.347627 -1.566560 1.577504 0.995 -1.489 2.608
O 3.796889 -1.910876 2.465974 -0.914 2.609 -2.909
H -6.039386 1.453117 -2.674466 -1.486 -2.951 -1.078
O -5.410940 2.021178 -2.369462 -1.602 4.858 0.624
H 0.832255 -2.096655 -3.446727 -1.070 0.016 -0.614
H -0.579732 -1.588275 -3.677492 -2.178 1.744 0.287
O -0.024712 -2.277293 -3.911607 2.710 -1.593 -0.226
H 2.448623 5.823032 -2.405022 0.220 -1.328 0.209
H 1.375789 1.733460 -4.778229 2.812 1.039 -4.606
H 6.195309 0.556778 1.816073 2.001 -0.060 -3.039
H -0.850232 -4.471561 -1.390864 -1.505 -2.515 -0.646
H 0.097675 -0.132613 0.775715 2.679 1.437 0.442
H -4.543956 1.865184 -2.168687 3.135 -2.006 0.487
O -0.470409 2.943085 2.041869 0.848 0.330 -0.184
H 0.292871 2.358716 2.203901 -0.607 -0.004 -0.304
H -0.068764 3.638214 1.450832 -0.159 -0.643 0.471
O 0.005444 -5.007634 -3.689424 -0.094 -1.285 1.901
H 0.331143 -4.701490 -4.503303 0.949 1.044 -1.289
H 0.534355 -4.677183 -2.933382 -0.306 0.081 -1.285
O 3.445679 1.499866 1.764554 0.595 2.066 2.668
H 2.674490 0.975833 1.762568 -1.222 -1.061 -1.080
H 4.006945 1.440556 1.027752 0.319 -0.748 -1.697
O 1.604791 5.010976 3.064669 2.576 1.971 -0.851
H 1.734078 4.095630 3.044681 0.313 -2.183 -0.198
H 0.791152 5.143629 3.454515 -2.803 0.354 1.686
O 0.063838 -0.003605 -1.722857 0.971 0.385 0.747
H -0.096518 -0.646959 -2.395446 -0.814 -0.634 -0.524
H 0.999730 -0.258760 -1.597525 -0.310 0.196 0.449
O -0.591629 -1.203789 6.233495 0.983 0.352 -0.734
H -0.282264 -1.479850 5.345327 -0.454 0.210 0.698
H -1.202124 -1.844097 6.572034 -0.414 -0.566 0.091
O 2.401127 2.077958 5.555024 0.601 -0.357 2.222
H 1.932976 1.259371 5.829841 0.135 1.059 -1.482
H 2.328426 2.487457 4.705746 -0.738 -0.786 -0.715


115
Properties=species:S:1:pos:R:3:forces:R:3 method="wB97M-V/def2-TZVPD" e_homo_ev=-6.40 orbital_gap_ha=0.2998 multiplicity=1 total_charge=-1 e_tot_ev=-93906.5164 relative_energy_kcal_mol=40.8
P -8.802550 -7.586570 10.584690 -1.519 -2.387 0.021
F -7.392850 -8.065180 11.194550 0.375 0.896 -0.159
F -8.262900 -6.112060 10.119840 -0.513 -0.783 1.112
F -8.410650 -8.137800 9.109750 0.586 0.321 -0.349
F -10.315190 -7.325390 10.021210 0.300 1.123 0.217
F -9.343360 -9.149170 10.871670 0.181 0.667 0.566
F -9.291790 -7.129140 12.108160 0.575 0.248 -1.449
O -6.894060 1.427150 14.108720 -0.401 -1.299 0.242
C -7.423540 0.337040 14.072360 0.324 1.564 -0.344
O -8.742040 0.186710 14.329950 0.869 0.532 0.350
C -9.178590 -1.131470 14.058980 -0.190 -0.322 -0.516
C -7.913010 -1.997920 13.730850 -1.211 -0.246 1.055
C -6.828500 -0.968860 13.594520 -0.119 0.063 -0.353
H -9.811620 -1.018480 13.178860 -0.182 -0.405 -0.039
H -9.801760 -1.400080 14.911980 0.204 -0.537 -0.116
H -8.087880 -2.615660 12.850000 0.099 0.136 0.033
H -7.655800 -2.667290 14.551760 -0.325 -0.078 0.035
H -6.657570 -0.827890 12.527280 0.760 0.187 0.108
H -5.947920 -1.251100 14.171610 0.173 0.356 -0.455
O -5.896900 0.420010 6.649900 -1.622 -0.356 1.359
C -6.796680 -0.113300 7.263590 0.679 -0.147 -0.309
O -7.332580 0.368970 8.470820 0.770 2.189 -1.474
C -8.477790 -0.345660 8.897810 1.794 -2.234 -0.379
C -8.002050 -1.725290 8.374780 -1.793 -0.930 0.175
C -7.438680 -1.492290 6.979700 -0.023 1.499 0.908
H -9.455480 -0.034870 8.529530 0.256 0.414 -0.368
H -8.483390 -0.379130 9.987280 -0.063 0.344 -0.057
H -8.874560 -2.378600 8.377700 0.367 -0.614 0.087
H -7.202390 -2.064740 9.033110 -0.244 -0.248 0.075
H -8.247830 -1.389290 6.256670 0.098 0.018 -0.181
H -6.672290 -2.175110 6.612970 -0.157 -0.013 0.155
O -4.231880 -12.239740 14.798040 -2.938 -1.081 -1.445
C -5.281810 -12.556830 14.204050 2.516 1.252 2.725
O -5.360910 -12.554730 12.892540 2.475 0.202 -0.230
C -6.615290 -12.860220 12.433470 -1.449 1.849 -2.594
C -7.568550 -12.622760 13.552150 -0.992 -2.153 1.608
C -6.655100 -12.919850 14.767930 -0.122 0.308 -0.416
H -6.600880 -13.806380 11.892470 -0.288 -0.419 0.663
H -6.845360 -12.121420 11.665780 0.094 -0.015 -0.371
H -8.330280 -13.389580 13.411260 -0.270 -0.035 0.497
H -8.143220 -11.707770 13.695870 0.713 0.404 -0.726
H -6.635660 -13.989700 14.975660 -0.023 -0.010 0.260
H -6.910660 -12.344320 15.657620 0.238 -0.225 -0.027
O -10.016950 -13.592500 9.099820 -0.789 0.509 -2.896
C -10.242270 -13.254780 7.937400 0.352 0.236 2.067
O -11.128350 -13.872330 7.114440 0.447 -1.282 1.381
C -11.084920 -13.364250 5.809140 -0.141 0.676 -0.517
C -9.875070 -12.441920 5.743040 0.364 0.021 -0.736
C -9.641290 -12.050920 7.186990 -0.486 -0.833 0.351
H -12.030570 -12.833710 5.697900 0.035 0.184 -0.427
H -11.006780 -14.133620 5.040980 -0.206 -0.328 0.361
H -10.114860 -11.664300 5.017850 0.260 0.399 0.353
H -8.998930 -12.955040 5.346560 -0.063 -0.235 -0.011
H -10.255410 -11.177490 7.406230 0.323 0.132 0.511
H -8.618140 -11.988970 7.557700 -0.111 0.572 -0.361
O -13.420200 -13.811700 13.575410 0.261 0.391 -0.043
C -13.714710 -13.337130 12.516110 0.034 -1.549 0.817
O -14.511580 -14.043550 11.672490 -0.008 -0.847 1.379
C -14.829110 -13.294780 10.576190 -0.649 1.593 -2.828
C -14.546380 -11.823360 10.913870 0.394 -0.322 0.310
C -13.396860 -12.039090 11.904470 -0.767 1.764 0.059
H -15.888450 -13.350920 10.325720 0.005 -0.622 0.035
H -14.237250 -13.626770 9.723200 0.001 -0.104 -0.188
H -15.480630 -11.435180 11.319570 0.313 0.330 0.463
H -14.192810 -11.134910 10.146320 -0.365 -0.443 -0.408
H -13.403770 -11.273550 12.680360 0.578 -0.042 -0.082
H -12.484500 -12.042010 11.308070 0.286 -0.148 0.476
C -3.984200 -9.869230 8.634700 0.794 1.104 2.357
O -4.084160 -10.437610 7.384360 -0.436 -0.522 -0.734
H -2.948880 -9.612710 8.859230 0.211 -0.094 -0.347
H -4.523490 -8.944210 8.838710 -0.423 0.291 -0.782
H -4.283730 -10.465980 9.496250 -0.138 -0.765 -0.253
H -4.847650 -11.019420 7.397930 -0.037 0.014 -0.213
C -3.732950 -7.753890 13.876380 0.050 -0.801 -1.200
O -3.942700 -6.879750 12.751780 -0.357 0.121 0.841
H -3.193290 -8.598360 13.447750 0.645 -0.100 0.585
H -3.202520 -7.268160 14.695420 -0.024 0.052 -0.239
H -4.644540 -8.237910 14.226850 -0.303 0.507 0.242
H -4.821370 -7.097370 12.432110 -0.096 0.189 -0.282
C -13.794640 -5.212730 12.394440 0.095 -0.669 0.418
O -13.630770 -5.457200 11.045620 -0.171 -0.136 -1.937
H -13.491760 -6.110620 12.933100 0.175 0.185 0.590
H -13.200880 -4.341550 12.671190 -0.241 0.104 0.560
H -14.866820 -5.107700 12.560250 0.091 0.468 0.201
H -12.805980 -5.912590 10.861440 0.155 -0.004 0.141
N -10.303800 -6.120950 5.950630 -0.410 0.880 -0.185
C -11.201760 -5.086400 5.872550 -0.614 -0.758 -1.022
C -11.567800 -5.002340 4.521320 -0.630 1.708 1.578
C -10.801060 -5.868370 3.771670 0.697 -1.460 0.423
C -10.047860 -6.590800 4.696690 0.463 -0.333 -0.071
H -9.899450 -6.435260 6.821160 0.101 -0.142 -0.224
H -11.612100 -4.639060 6.765800 0.091 0.064 -0.173
H -12.323790 -4.349890 4.109970 0.078 0.144 0.162
H -10.894060 -5.979240 2.701410 0.308 -0.243 0.134
H -9.339790 -7.404470 4.642140 -0.039 0.090 -0.479
N -8.870410 -6.042570 16.467420 1.100 -0.557 0.445
C -7.833890 -5.947470 17.378020 0.665 -0.524 -0.800
C -8.230010 -5.210490 18.451610 -0.509 -0.430 -0.355
C -9.608100 -4.943390 18.224780 0.326 0.725 0.819
C -9.959410 -5.453830 17.001820 -0.772 1.114 0.117
H -8.825450 -6.532670 15.585450 -0.045 0.124 0.196
H -6.913790 -6.492970 17.228880 0.010 0.224 -0.234
H -7.609820 -4.891560 19.276260 -0.170 -0.226 0.027
H -10.164540 -4.376070 18.956160 -0.485 0.008 -0.456
H -10.821460 -5.207690 16.399590 -0.118 -0.450 0.139
N -4.515170 -5.365890 7.252130 -0.400 0.267 -1.619
C -3.993860 -4.264210 7.878920 -0.128 -0.501 0.631
C -3.428520 -3.428930 6.947310 0.080 -0.126 -0.556
C -3.596040 -4.029210 5.677570 -2.457 -2.694 -0.144
C -4.379320 -5.234820 5.881170 1.928 2.360 0.728
H -5.085620 -6.110960 7.625700 0.226 0.348 0.464
H -4.053960 -4.218230 8.956270 0.100 0.203 -0.100
H -2.970250 -2.461710 7.091760 0.039 -0.184 0.321
H -3.376990 -3.697000 4.673540 0.238 0.322 0.261
H -4.847770 -5.927280 5.197450 0.268 0.018 0.063


13
Properties=species:S:1:pos:R:3:forces:R:3 method="wB97M-V/def2-TZVPD" e_homo_ev=-10.41 orbital_gap_ha=0.4130 multiplicity=1 smiles=O[C@H]1C[C@H](F)C1 total_charge=0 e_tot_ev=-9024.9766 relative_energy_kcal_mol=29.8
C 1.067466 -0.047713 0.438793 0.363 0.293 0.616
C 0.037898 1.085817 0.318992 -0.067 -0.147 -0.043
C -0.872210 0.070691 -0.375398 -0.624 -0.925 2.795
C -0.076741 -1.029384 0.317759 -2.588 -0.820 0.943
H 2.699336 -0.651312 -0.354887 0.392 -0.369 -0.040
H 1.636654 -0.073392 1.324715 0.093 -0.097 1.688
H -0.316640 1.417999 1.295010 -0.064 -0.091 -0.129
H 0.401630 1.893663 -0.268809 0.059 0.906 -0.419
H -0.689857 -0.028945 -1.366585 0.256 0.356 -3.281
H -0.146620 -2.010420 -0.133468 0.893 -0.208 -0.388
H -0.642908 -1.170030 1.287071 1.093 0.298 -0.501
O 2.057548 0.022706 -0.551583 -0.505 0.231 -1.295
F -2.260051 -0.003964 -0.174585 0.699 0.573 0.055